This record from OMol25 describes a molecular structure, C12H29AlN4O5 in a non-equilibrium geometry. The level of theory is wB97M-V/def2-TZVPD.

## Properties
**Orbital gap**: 2.33 eV
**F_max**: 0.0455 Eh/bohr
**Electronic energy**: -35686.9257 eV
**Molecular weight**: 336.37 g mol⁻¹
**Relative energy (zero: lowest compared OMol25 entry of this formula, charge and spin)**: 0.0 kJ/mol

ORCA input file:
```
! RIJCOSX wB97M-V def2-TZVPD def2/J DEFGRID3
* xyz 2 1
Al -2.522 -1.248 3.277
O -0.603 -0.557 1.721
H 0.334 -0.738 1.571
C -2.993 1.212 0.429
O -3.465 0.925 1.529
N -3.415 2.245 -0.296
C -2.799 2.645 -1.543
C -4.436 3.169 0.206
H -2.187 0.617 -0.011
H -1.761 2.334 -1.639
H -2.857 3.728 -1.640
H -3.341 2.259 -2.413
H -4.915 2.861 1.125
H -3.966 4.147 0.311
H -5.197 3.235 -0.575
C 1.325 4.325 1.558
O 0.928 5.374 2.009
N 1.062 3.825 0.299
C 1.419 2.495 -0.056
C 0.320 4.559 -0.683
H 1.977 3.656 2.144
H 2.079 2.044 0.688
H 2.087 2.458 -0.925
H 0.533 1.864 -0.152
H 0.898 4.680 -1.609
H -0.564 3.984 -0.961
H 0.087 5.580 -0.396
C -0.217 -4.536 3.037
O -0.637 -3.481 3.505
N 0.886 -4.634 2.274
C 1.765 -3.521 2.010
C 1.528 -5.961 2.200
H -0.712 -5.495 3.215
H 1.247 -2.607 2.297
H 2.082 -3.497 0.971
H 2.615 -3.568 2.696
H 1.648 -6.150 1.133
H 2.420 -5.970 2.817
H 0.830 -6.741 2.497
C 1.987 -0.618 -1.406
O 3.051 -0.055 -1.293
N 1.580 -1.179 -2.573
C 2.347 -1.064 -3.797
C 0.406 -2.016 -2.639
H 1.204 -0.757 -0.641
H 1.693 -0.959 -4.660
H 3.012 -1.917 -3.939
H 2.929 -0.149 -3.692
H 0.715 -3.025 -2.930
H -0.095 -2.126 -1.676
H -0.312 -1.651 -3.374
*
```